A molecular structure, C14H7Cl41O6S at a distorted geometry. Source: the Open Molecules 2025 dataset; level of theory: ωB97M-V with the def2-TZVPD basis set.

Values from the calculation:
electronic energy: -551165.4394 eV
E_HOMO: -0.40080 Ha
E_LUMO: 0.00 eV
charge: 0
orbital gap: 10.9 eV

```
69
Properties=species:S:1:pos:R:3:forces:R:3:lowdin_charge:R:1
Cl 1.5438 1.9419 7.9364 0.016 0.153 -0.106 0.517
Cl 3.2504 0.4265 -5.7203 -0.033 0.188 0.056 0.517
Cl 2.7464 2.9982 2.7775 0.343 0.097 -0.567 0.460
Cl 0.4140 4.0212 6.2673 0.158 -0.031 0.094 0.506
Cl -1.8707 -0.2297 2.1998 0.117 0.470 0.073 0.583
Cl -0.4186 -0.1174 -1.5255 -0.180 -0.248 -0.178 0.513
Cl 4.2497 3.0961 -5.1969 -0.113 -0.092 -0.062 0.520
Cl 6.5161 2.2050 -2.3071 0.138 -0.055 0.054 0.491
Cl -2.6318 -4.9691 -6.9558 -0.048 0.173 0.019 0.517
Cl 0.7777 0.6765 1.4050 -0.266 -0.190 0.188 0.499
Cl -1.5337 6.1401 -9.1827 0.175 0.036 0.076 0.521
Cl 2.0961 2.6962 -7.0928 0.194 -0.218 0.263 0.507
Cl 0.7896 7.4594 -2.5233 -0.150 -0.121 -0.051 0.521
Cl 0.3710 -0.5334 4.0014 -0.065 0.190 -0.116 0.538
Cl 5.3914 1.8619 3.0784 -0.104 0.088 -0.091 0.519
Cl -0.9620 -2.8265 -2.4386 0.008 0.197 -0.120 0.559
Cl -2.5052 -0.6086 -3.4784 0.224 0.000 0.156 0.517
Cl 4.1693 2.0046 0.4561 0.015 0.072 0.185 0.505
Cl 0.6764 -3.9201 3.7318 -0.981 -0.055 0.131 0.743
Cl -0.1839 4.7860 -3.0622 -0.108 0.328 -0.010 0.486
Cl 3.1096 3.0778 5.7805 -0.235 0.056 0.674 0.483
Cl -5.0224 -1.6991 2.3566 -0.310 -0.046 0.111 0.536
Cl -3.7935 -2.6936 -8.3190 0.068 -0.063 0.157 0.518
Cl -7.6037 -2.3413 3.5016 0.102 -0.039 -0.138 0.516
Cl 7.6225 0.0577 -0.7123 0.009 0.189 -0.048 0.518
Cl 5.0575 4.4257 1.7736 -0.102 -0.151 0.047 0.519
Cl 0.2924 -0.9030 -4.1970 -0.041 -0.045 0.100 0.470
Cl 0.1593 8.1386 -7.9471 -0.013 -0.176 -0.055 0.515
Cl 2.5281 4.6582 8.1372 -0.082 -0.127 -0.104 0.521
Cl -7.2993 -2.1493 0.6278 0.088 -0.058 0.175 0.523
Cl -1.6323 -2.3028 -6.4302 -0.280 -0.235 -0.123 0.491
Cl 0.2872 5.3849 -7.0632 -0.111 0.257 -0.239 0.474
Cl 1.3219 6.1172 -9.6651 -0.128 0.030 0.126 0.519
Cl -4.2605 -3.0799 -5.4879 0.135 -0.043 -0.156 0.509
Cl 7.8547 2.7991 0.1896 0.024 -0.140 -0.180 0.503
Cl -1.8169 6.6467 -1.5593 0.131 -0.023 -0.130 0.520
Cl 1.6298 2.3317 -4.2518 0.229 -0.086 -0.228 0.479
Cl -0.6937 2.0986 3.4442 0.035 -0.114 -0.050 0.515
Cl -1.3881 7.0673 -4.3893 0.074 -0.060 0.207 0.503
Cl -6.1088 -4.3637 2.0648 -0.024 0.184 0.013 0.526
Cl 9.3870 1.8913 -2.0948 -0.172 -0.018 0.092 0.522
S -1.6684 -3.2507 1.1420 -0.379 1.797 -0.988 0.661
O -0.3453 -2.6232 0.9526 -2.768 -2.180 0.123 -0.327
O -2.8297 -2.6632 0.4443 2.867 -1.997 2.153 -0.323
O -1.7930 -4.8925 4.3866 1.922 0.002 -0.399 -0.061
O -1.6921 -4.9151 0.9404 -0.183 2.037 1.210 -0.129
O -1.8816 -3.3541 2.8043 0.956 0.243 -1.872 -0.205
O -0.7437 -6.7245 2.2197 -0.995 1.475 -0.157 0.071
C -1.0454 -4.4163 3.3148 -1.639 -0.621 -0.080 -0.715
C -0.8307 -5.3368 2.0415 2.937 -0.603 -0.721 -0.399
C -3.0793 -3.2603 -6.7975 0.040 0.036 -0.029 -2.028
C 1.8996 3.4241 7.0294 0.156 -0.024 0.041 -2.025
C 7.8458 1.7384 -1.2315 -0.004 0.015 0.036 -2.035
C -0.6500 6.4896 -2.8854 -0.046 0.019 0.042 -2.031
C 4.3399 2.8231 2.0211 -0.126 0.018 -0.058 -2.007
C 0.0586 6.4450 -8.4642 -0.025 -0.002 0.070 -2.030
C 2.8051 2.1384 -5.5675 -0.022 -0.028 -0.011 -2.014
C -0.9065 -1.1181 -2.9079 0.007 0.093 0.049 -1.995
C -6.5086 -2.6377 2.1378 0.063 0.016 -0.031 -2.028
C -2.6865 -4.2444 6.6366 0.616 -0.073 -0.076 -0.061
C -0.3550 0.4990 2.7584 0.022 -0.007 -0.044 -1.973
C -1.5132 -4.1326 5.5865 -1.219 0.863 1.530 -0.262
H -0.5839 -4.4649 6.1105 -0.565 0.217 -0.862 0.112
H -2.5498 -5.1221 7.3215 -0.233 0.645 -0.805 0.078
H 0.1720 -4.9912 1.6724 -0.798 -0.348 0.434 0.115
H -2.5946 -3.3297 7.2804 -0.267 -0.782 -0.566 0.082
H -0.2321 -7.0260 1.4554 -0.105 -0.210 0.255 0.121
H -3.6945 -4.2775 6.1593 0.845 0.089 0.338 0.083
H -1.4538 -3.0475 5.3093 0.207 -0.961 0.174 0.106
```
Forces are in eV/Å.